# 1
13
Properties=species:S:1:pos:R:3 method="wB97M-V/def2-TZVPD" smiles="FC1=C[C@H]2OC[C@@H]1S2" homo_lumo_gap_ev=9.4 e_above_lowest_kcal_mol=36.96
F 2.518 -0.440 -0.186
C 1.226 -0.385 0.132
C 0.646 -0.136 1.336
C -0.811 -0.180 1.059
O -1.116 0.992 0.286
C -0.562 0.839 -1.001
C 0.191 -0.528 -0.969
S -1.060 -1.537 -0.148
H 1.142 -0.020 2.333
H -1.442 -0.260 1.972
H -1.419 0.908 -1.689
H 0.107 1.645 -1.255
H 0.582 -0.898 -1.870



# 2
21
Properties=species:S:1:pos:R:3 method="wB97M-V/def2-TZVPD" homo_lumo_gap_ev=8.0 e_above_lowest_kcal_mol=131.41
C -1.788 3.030 0.202
C -0.436 1.087 -0.075
C -1.303 -0.843 -0.066
C 0.730 -0.839 -0.136
C 1.896 -1.707 0.005
C 3.264 -1.156 0.345
C 3.277 0.232 0.185
C 2.182 1.066 -0.474
C 0.895 0.562 -0.250
C -2.617 -1.703 0.001
H -2.382 2.277 -0.586
H -1.610 4.072 -0.002
H -2.125 2.898 1.222
H 1.641 -2.728 -0.072
H 4.202 -1.700 0.475
H 4.349 0.758 0.526
H 2.553 2.061 -1.027
N -1.683 0.503 0.022
N -0.359 -1.585 -0.016
N -3.483 -2.463 0.018
O -0.570 2.350 0.110



# 3
132
Properties=species:S:1:pos:R:3 method="wB97M-V/def2-TZVPD" homo_lumo_gap_ev=9.3
C 1.598 -15.412 28.010
C 0.884 -14.091 28.327
O -0.325 -13.943 28.070
C 1.698 -13.020 29.051
H 0.837 -16.099 27.639
H 2.098 -15.871 28.863
H 2.386 -15.172 27.297
H 2.196 -13.515 29.884
H 1.068 -12.223 29.446
H 2.346 -12.559 28.305
C -4.823 -18.200 23.578
C -6.007 -19.090 23.728
O -6.301 -19.634 24.814
C -6.868 -19.322 22.513
H -4.163 -18.290 24.442
H -5.210 -17.187 23.680
H -4.310 -18.273 22.619
H -7.814 -19.807 22.755
H -6.343 -19.909 21.758
H -7.169 -18.376 22.065
C -0.946 -7.490 22.282
C -0.740 -7.581 23.785
O 0.319 -7.374 24.326
C -1.875 -8.005 24.726
H -1.471 -6.564 22.047
H -1.659 -8.296 22.112
H -0.069 -7.568 21.639
H -1.595 -8.442 25.685
H -2.490 -8.794 24.292
H -2.476 -7.132 24.977
C -7.059 -11.682 29.466
C -7.992 -12.833 29.806
O -8.375 -13.064 30.929
C -8.597 -13.606 28.660
H -6.751 -11.231 30.409
H -7.601 -11.004 28.808
H -6.193 -12.064 28.925
H -7.816 -14.190 28.172
H -9.054 -13.013 27.868
H -9.331 -14.318 29.037
C -9.062 -23.106 33.716
C -9.552 -22.603 32.390
O -10.671 -22.916 31.960
C -8.659 -21.732 31.581
H -8.594 -22.281 34.253
H -8.280 -23.860 33.625
H -9.898 -23.511 34.285
H -8.463 -22.073 30.565
H -7.720 -21.639 32.127
H -9.170 -20.782 31.421
C -14.901 -16.240 35.886
C -14.582 -16.512 34.443
O -15.428 -16.429 33.546
C -13.179 -17.123 34.242
H -15.969 -16.096 36.049
H -14.448 -15.283 36.142
H -14.591 -17.015 36.586
H -13.038 -17.968 34.917
H -12.380 -16.423 34.484
H -13.132 -17.392 33.187
C -3.526 -17.738 32.265
C -3.170 -18.573 33.475
O -4.032 -19.008 34.230
C -1.706 -18.940 33.719
H -2.999 -18.024 31.355
H -3.332 -16.681 32.448
H -4.608 -17.797 32.151
H -1.605 -19.457 34.673
H -1.079 -18.067 33.900
H -1.287 -19.583 32.945
C -16.409 -8.263 29.834
C -15.030 -8.837 29.617
O -13.972 -8.270 29.887
C -15.042 -10.265 29.036
H -17.056 -8.857 30.479
H -16.934 -8.157 28.885
H -16.374 -7.259 30.256
H -15.364 -10.978 29.795
H -14.017 -10.429 28.702
H -15.718 -10.418 28.196
C -9.214 -7.570 34.969
C -10.347 -7.913 35.918
O -10.892 -7.007 36.647
C -10.870 -9.284 35.899
H -8.696 -6.648 35.234
H -9.585 -7.407 33.957
H -8.546 -8.431 35.005
H -11.042 -9.671 34.894
H -11.816 -9.387 36.431
H -10.136 -9.940 36.366
C -12.912 -14.814 23.841
O -11.935 -15.792 23.455
H -13.959 -15.111 23.787
H -12.782 -14.507 24.879
H -12.700 -13.945 23.218
H -11.121 -15.315 23.281
C -6.506 -12.700 21.240
O -6.967 -12.694 22.557
H -6.067 -11.710 21.114
H -5.669 -13.394 21.167
H -7.246 -12.866 20.456
H -7.372 -11.828 22.646
C -6.457 -3.752 29.776
O -5.625 -3.925 30.924
H -6.199 -4.478 29.005
H -7.538 -3.738 29.914
H -6.183 -2.801 29.318
H -5.593 -3.083 31.383
C -2.055 -6.262 35.266
O -2.750 -7.131 34.453
H -2.628 -5.819 36.080
H -1.169 -6.718 35.709
H -1.667 -5.457 34.641
H -3.430 -6.604 34.027
C -13.318 -19.585 27.221
O -13.328 -20.062 25.881
H -13.184 -20.446 27.876
H -12.396 -19.014 27.333
H -14.143 -18.941 27.527
H -13.285 -19.302 25.296
C -4.523 -12.509 36.510
O -3.159 -12.164 36.209
H -5.115 -11.659 36.849
H -5.005 -13.041 35.690
H -4.543 -13.206 37.347
H -3.057 -11.292 35.820
C -9.978 -7.116 24.591
O -10.394 -8.210 23.862
H -10.061 -6.220 23.976
H -10.682 -6.992 25.414
H -8.924 -7.115 24.870
H -11.328 -8.068 23.691



no.,LUMO level (Ha)
1,0.02675
2,-0.03194
3,-0.00312